# 1
Molecular formula: C5H13NO2
Method: DFT, ωB97M-V with the def2-TZVPD basis set

Computed properties:
- Energy: -403.2842 a.u.
- Highest occupied orbital energy: -8.53 eV
- Max |F|: 4.73 eV Å⁻¹

ORCA input file:
```
! wB97M-V def2-TZVPD RIJCOSX def2/J DEFGRID3
* xyz 0 1
C 2.19709 0.82707 -1.43687
N -0.64892 1.83236 -0.27182
C -0.28118 0.76190 -1.04440
C 0.94512 0.08444 -1.52971
C 0.36107 -0.50479 -0.27053
C -0.07930 -1.93912 -0.49975
H 2.20945 1.79823 -1.93830
H 2.36388 1.09730 -0.37947
H 3.10277 0.36674 -1.82552
H -1.25743 1.56439 0.52631
H 0.11234 2.44115 0.00834
H -1.19124 0.45359 -1.58256
H 0.50989 -0.11980 0.74661
H -0.93499 -1.90828 -1.19213
H 0.81093 -2.40092 -0.91531
H -0.43586 -2.46601 0.37196
H -2.15409 -2.03843 2.06550
O -1.36248 -1.50128 1.96664
H -1.59099 1.16029 2.94457
H -1.44940 -0.44704 2.17487
O -1.22664 0.93820 2.08158
*
```

---

# 2
Molecular formula: C5H13NO2
Method: DFT, ωB97M-V with the def2-TZVPD basis set

Computed properties:
- Energy: -403.5028 a.u.
- SMILES: CC[C@@H](C=O)NC.O
- Highest occupied orbital energy: -9.01 eV
- Max |F|: 1.73 eV Å⁻¹

ORCA input file:
```
! wB97M-V def2-TZVPD RIJCOSX def2/J DEFGRID3
* xyz 0 1
C -0.96138 1.89943 0.89127
C -1.23386 0.47278 0.40849
C 0.06482 -0.34265 0.35422
C 0.07652 -1.01841 1.70634
O 0.74224 -0.57990 2.61550
N -0.02805 -1.33074 -0.69339
C 1.12752 -2.24669 -0.82069
H -1.88785 2.46936 1.01172
H -0.45168 2.49130 0.11979
H -0.42989 2.03363 1.83837
H -1.78036 0.61627 -0.52893
H -1.94518 0.05863 1.13268
H 0.92912 0.31542 0.26697
H -0.64495 -1.83493 1.90447
H -0.42262 -1.02069 -1.56571
H 1.70416 -2.03752 -1.72678
H 0.69733 -3.23355 -0.92454
H 1.76856 -2.20895 0.04699
O 1.17871 1.78817 -2.23085
H 1.08488 2.50773 -1.60503
H 0.41194 1.20133 -2.20090
*
```

---

# 3
Molecular formula: C5H13NO2
Method: DFT, ωB97M-V with the def2-TZVPD basis set

Computed properties:
- Energy: -403.4303 a.u.
- Highest occupied orbital energy: -7.11 eV
- Max |F|: 2.10 eV Å⁻¹

ORCA input file:
```
! wB97M-V def2-TZVPD RIJCOSX def2/J DEFGRID3
* xyz 0 1
C 0.79142 0.98275 0.16867
C 2.20697 0.92647 0.65085
C 0.79442 -1.62810 -0.00012
N 0.57331 1.27203 -1.13620
O -0.11731 1.26909 1.03109
H -1.14865 1.36488 0.56066
H -0.38636 1.36138 -1.44183
H 1.25134 0.96705 -1.81347
H 2.56791 1.95332 0.74908
H 2.84999 0.39427 -0.04522
H 2.24692 0.44185 1.62175
H 1.60898 -1.46009 -0.70552
H 1.18905 -1.66983 1.01471
H 0.40333 -2.62055 -0.23203
C -1.98997 -0.97627 0.26033
C -2.54234 0.09757 -0.46178
O -2.26658 1.32406 -0.23831
H -3.13264 -0.10816 -1.36361
H -2.44257 -1.94461 0.07888
H -0.61112 -1.15981 -0.01907
H -1.84608 -0.78730 1.32114
*
```

---

# 4
Molecular formula: C5H13NO2
Method: DFT, ωB97M-V with the def2-TZVPD basis set

Computed properties:
- Energy: -403.3755 a.u.
- SMILES: C=C/C=C/CN.O.O
- Highest occupied orbital energy: -8.20 eV
- Max |F|: 3.34 eV Å⁻¹

ORCA input file:
```
! wB97M-V def2-TZVPD RIJCOSX def2/J DEFGRID3
* xyz 0 1
C 1.23623 -1.62485 0.70018
C 2.13303 -0.83072 0.01465
C 1.56463 0.15177 -0.85396
C 0.21819 -0.02336 -1.21338
C -0.77090 1.12188 -1.31198
N -1.44970 1.52244 -0.12565
H 1.72813 -2.40778 1.25927
H 0.21556 -1.23132 0.15916
H 3.20905 -0.87729 0.13884
H 2.19566 0.92437 -1.31284
H 0.08446 -0.81981 -1.94502
H -0.26572 1.93249 -1.86859
H -1.53921 0.71901 -1.96689
H -1.15922 1.55347 0.82342
H -2.42927 1.71705 -0.22226
O 0.37215 1.13670 2.02549
H 0.43907 0.27398 2.44673
H 0.86632 0.98062 1.21338
O -2.54947 -1.42555 0.48693
H -2.23428 -0.68772 1.01353
H -1.86469 -2.10539 0.53898
*
```

---

# 5
Molecular formula: C5H13NO2
Method: DFT, ωB97M-V with the def2-TZVPD basis set

Computed properties:
- Energy: -403.5246 a.u.
- SMILES: CNC(=O)C(C)C.O
- Highest occupied orbital energy: -9.62 eV
- Max |F|: 3.65 eV Å⁻¹

ORCA input file:
```
! wB97M-V def2-TZVPD RIJCOSX def2/J DEFGRID3
* xyz 0 1
C -1.52248 -0.80589 -1.87930
N -0.14550 -0.25048 -1.72998
C 0.49811 -0.35793 -0.52040
O 1.61316 0.16743 -0.51176
C -0.10923 -0.80999 0.79143
C 0.85224 -1.80033 1.47782
C -0.21804 0.56636 1.60939
H -1.43329 -1.71936 -2.50909
H -2.22614 -0.12498 -2.36627
H -1.91193 -1.10364 -0.91746
H 0.29162 0.27914 -2.46181
H -1.16150 -1.20015 0.78433
H 1.83406 -1.39385 1.51877
H 0.54599 -2.06214 2.47369
H 0.94481 -2.64829 0.78228
H -1.27845 0.72105 1.75577
H 0.15364 1.27041 0.89176
H 0.46154 0.57574 2.46352
O 1.06676 3.91883 -0.37529
H 0.52298 3.20149 -0.01008
H 1.22166 3.57659 -1.26733
*
```

---

# 6
Molecular formula: C5H13NO2
Method: DFT, ωB97M-V with the def2-TZVPD basis set

Computed properties:
- Energy: -403.5496 a.u.
- SMILES: CCNC(=O)CC.O
- Highest occupied orbital energy: -9.86 eV
- Max |F|: 1.16 eV Å⁻¹

ORCA input file:
```
! wB97M-V def2-TZVPD RIJCOSX def2/J DEFGRID3
* xyz 0 1
C 2.56109 1.84313 -0.17504
C 1.46268 1.35916 0.80532
N 0.92634 0.06471 0.41591
C -0.21892 -0.20233 -0.26998
O -0.51009 -1.37240 -0.46255
C -1.08694 0.99318 -0.66799
C -2.31865 0.50754 -1.43771
H 2.60115 2.93010 -0.09307
H 2.29470 1.47082 -1.16122
H 3.55858 1.49935 0.09327
H 0.63132 2.04908 0.89359
H 1.97551 1.25319 1.76052
H 1.43286 -0.75347 0.71929
H -0.42103 1.73943 -1.09827
H -1.38620 1.42222 0.29271
H -2.30766 -0.57899 -1.44920
H -3.17636 0.91213 -0.94635
H -2.37723 0.73811 -2.50131
O -0.77708 -3.09978 1.57780
H -0.83462 -3.13550 0.61819
H -0.56653 -2.16980 1.69592
*
```

---

# 7
Molecular formula: C5H13NO2
Method: DFT, ωB97M-V with the def2-TZVPD basis set

Computed properties:
- Energy: -403.4277 a.u.
- SMILES: [H]/N=C(C)\C=C\C.O.O
- Highest occupied orbital energy: -9.34 eV
- Max |F|: 5.75 eV Å⁻¹

ORCA input file:
```
! wB97M-V def2-TZVPD RIJCOSX def2/J DEFGRID3
* xyz 0 1
H 0.12324 -1.89560 -0.96412
N -0.70560 -1.90484 -0.30386
C -1.02227 -0.70205 0.16989
C -2.11821 -0.64828 1.07462
C -0.37278 0.57068 -0.40905
C -1.11596 1.77836 -0.54533
C -0.50433 2.78853 -1.43199
H -2.44378 0.38182 1.43934
H -2.95466 -1.20548 0.40197
H -2.02672 -1.26791 1.97597
H 0.50086 0.26614 -1.08998
H -2.04248 1.95720 -0.06474
H 0.41122 2.30346 -1.92706
H -0.11871 3.44533 -0.60037
H -1.09924 3.25334 -2.34072
O 2.47169 -0.87636 -2.17402
H 1.59880 -0.48809 -2.01608
H 2.59792 -1.68017 -1.71014
O 2.26684 -0.74729 3.31484
H 1.69463 -0.49956 4.17057
H 1.59123 -0.97077 2.57707
*
```

---

# 8
Molecular formula: C5H13NO3
Method: DFT, ωB97M-V with the def2-TZVPD basis set

Computed properties:
- Energy: -478.7917 a.u.
- SMILES: CC(O)(O)C[C@](C)(N)O
- Highest occupied orbital energy: -9.83 eV
- Max |F|: 2.24 eV Å⁻¹

ORCA input file:
```
! wB97M-V def2-TZVPD RIJCOSX def2/J DEFGRID3
* xyz 0 1
C 0.35763 -0.47742 -1.81094
C -0.45386 0.64589 -1.18992
O -1.82926 0.37504 -1.39929
O -0.17867 1.82241 -1.93561
C -0.25191 0.97121 0.34919
C 0.09484 -0.19177 1.26765
C 1.54573 -0.65552 1.17820
N -0.82111 -1.28888 1.29463
O -0.03883 0.46916 2.59114
H 1.43118 -0.31863 -1.68445
H 0.17708 -0.52256 -2.89282
H 0.06955 -1.45589 -1.41882
H -1.93829 0.36482 -2.36733
H -0.50689 2.57483 -1.41725
H -1.18984 1.43691 0.68334
H 0.52659 1.73880 0.43614
H 1.70880 -1.40439 0.39962
H 2.21791 0.18744 0.98184
H 1.87244 -1.08270 2.13330
H -1.76230 -0.96296 1.07337
H -0.58519 -1.99189 0.59990
H -0.44558 -0.23390 3.12811
*
```

---

Q: max |F| of number 5 (C5H13NO2)?
A: 3.65 eV Å⁻¹